(1)
{
  "formula": "C36H60N3O8S2",
  "method": "ωB97M-V with the def2-TZVPD basis set",
  "elements": ["C", "C", "S", "C", "C", "N", "C", "C", "O", "C", "C", "C", "C", "C", "C", "C", "C", "N", "C", "S", "C", "O", "N", "O", "H", "H", "H", "H", "H", "H", "H", "H", "H", "H", "H", "H", "H", "H", "H", "H", "H", "H", "H", "H", "C", "C", "C", "O", "C", "H", "H", "H", "H", "H", "H", "H", "H", "C", "C", "C", "O", "C", "H", "H", "H", "H", "H", "H", "H", "H", "C", "C", "C", "O", "C", "H", "H", "H", "H", "H", "H", "H", "H", "C", "C", "C", "O", "C", "H", "H", "H", "H", "H", "H", "H", "H", "C", "C", "C", "O", "C", "H", "H", "H", "H", "H", "H", "H", "H"],
  "xyz": [[5.62, -0.87, -1.76], [4.97, 0.52, -1.88], [3.21, 0.28, -2.28], [2.45, 1.85, -1.83], [1.66, 1.84, -0.55], [0.41, 2.34, -0.61], [-0.46, 2.41, 0.42], [-1.84, 2.94, 0.09], [-2.87, 2.07, 0.48], [-3.23, 1.07, -0.42], [-2.30, 0.25, -1.04], [-2.73, -0.75, -1.89], [-4.09, -0.94, -2.12], [-5.01, -0.11, -1.49], [-4.58, 0.90, -0.64], [-0.06, 2.00, 1.67], [-0.99, 2.11, 2.85], [-1.29, 0.86, 3.53], [1.26, 1.49, 1.81], [1.82, 1.09, 3.39], [2.09, 1.40, 0.67], [3.36, 0.92, 0.78], [3.49, -0.60, 0.83], [2.51, -1.15, 0.64], [6.50, -0.92, -2.39], [4.91, -1.63, -2.07], [5.90, -1.04, -0.72], [5.03, 1.08, -0.95], [5.41, 1.12, -2.68], [1.75, 2.08, -2.64], [3.18, 2.65, -1.80], [0.08, 2.64, -1.52], [-1.99, 3.87, 0.64], [-1.90, 3.17, -0.98], [-1.24, 0.35, -0.85], [-1.99, -1.39, -2.36], [-4.41, -1.73, -2.78], [-6.07, -0.24, -1.66], [-5.31, 1.53, -0.15], [-1.93, 2.56, 2.54], [-0.53, 2.81, 3.56], [-1.04, 0.03, 3.00], [-0.87, 0.80, 4.45], [3.09, 0.87, 3.04], [6.69, -2.97, -6.21], [5.93, -4.28, -5.99], [5.21, -4.00, -4.68], [4.95, -2.59, -4.66], [5.69, -1.95, -5.70], [6.98, -2.80, -7.24], [7.59, -2.96, -5.59], [5.21, -4.43, -6.79], [6.57, -5.15, -5.93], [5.84, -4.25, -3.82], [4.26, -4.53, -4.58], [4.99, -1.64, -6.49], [6.16, -1.05, -5.29], [7.46, -3.06, 2.85], [8.57, -2.21, 2.25], [8.58, -2.70, 0.81], [7.23, -3.07, 0.50], [6.46, -3.12, 1.70], [7.03, -2.63, 3.76], [7.82, -4.06, 3.08], [8.31, -1.15, 2.30], [9.53, -2.34, 2.74], [9.22, -3.58, 0.69], [8.90, -1.94, 0.10], [5.78, -2.26, 1.72], [5.86, -4.03, 1.70], [10.02, 1.59, 6.01], [9.77, 0.43, 6.97], [8.96, -0.52, 6.09], [9.41, -0.32, 4.75], [10.22, 0.85, 4.69], [10.87, 2.21, 6.28], [9.13, 2.23, 5.95], [10.71, -0.03, 7.25], [9.24, 0.72, 7.87], [7.89, -0.29, 6.14], [9.10, -1.57, 6.36], [11.27, 0.56, 4.56], [9.92, 1.44, 3.82], [-10.46, 1.27, -1.67], [-9.99, 2.21, -2.78], [-8.48, 2.21, -2.57], [-8.15, 0.92, -2.05], [-9.35, 0.23, -1.67], [-11.44, 0.84, -1.85], [-10.49, 1.80, -0.72], [-10.24, 1.80, -3.76], [-10.42, 3.21, -2.72], [-8.18, 2.97, -1.84], [-7.92, 2.37, -3.49], [-9.55, -0.56, -2.39], [-9.19, -0.22, -0.69], [-14.75, 0.71, 1.51], [-15.79, 0.89, 0.40], [-14.98, 1.61, -0.67], [-13.63, 1.14, -0.53], [-13.50, 0.41, 0.70], [-15.00, -0.09, 2.21], [-14.64, 1.63, 2.07], [-16.13, -0.08, 0.03], [-16.67, 1.46, 0.71], [-14.99, 2.69, -0.51], [-15.32, 1.40, -1.68], [-13.41, -0.65, 0.47], [-12.58, 0.74, 1.20]],
  "lowdin_charge": [-0.15, -0.50, 0.92, -0.39, -0.17, 0.17, -0.12, -0.11, -0.05, -0.26, -0.03, -0.08, -0.07, -0.05, 0.01, -0.14, -0.23, 0.02, -0.42, 0.98, -0.28, -0.11, 0.09, 0.13, 0.08, 0.05, 0.05, 0.06, 0.07, 0.08, 0.11, 0.17, 0.15, 0.14, 0.10, 0.11, 0.11, 0.10, 0.13, 0.11, 0.13, 0.08, 0.06, -0.09, -0.17, -0.17, -0.20, -0.17, -0.21, 0.11, 0.11, 0.11, 0.11, 0.12, 0.12, 0.12, 0.11, -0.16, -0.17, -0.20, -0.16, -0.21, 0.11, 0.12, 0.11, 0.11, 0.12, 0.11, 0.10, 0.12, -0.17, -0.17, -0.21, -0.16, -0.20, 0.11, 0.11, 0.12, 0.11, 0.11, 0.12, 0.12, 0.12, -0.17, -0.16, -0.21, -0.17, -0.20, 0.10, 0.12, 0.12, 0.11, 0.11, 0.12, 0.12, 0.12, -0.17, -0.17, -0.20, -0.16, -0.21, 0.11, 0.11, 0.11, 0.11, 0.12, 0.12, 0.12, 0.11],
  "homo_ha": -0.39240,
  "e_lumo_ev": -3.7,
  "charge": 1,
  "e_tot_ha": -2969.89542
}

---

(2)
{
  "formula": "C36H60OP2Sm",
  "method": "ωB97M-V with the def2-TZVPD basis set",
  "elements": ["Sm", "C", "C", "C", "C", "C", "C", "H", "H", "H", "C", "H", "H", "H", "C", "H", "H", "H", "C", "H", "H", "H", "C", "H", "H", "H", "C", "C", "C", "C", "C", "C", "C", "C", "H", "H", "H", "H", "H", "H", "H", "H", "H", "H", "H", "H", "P", "P", "C", "C", "H", "H", "H", "H", "C", "H", "H", "H", "C", "H", "H", "H", "C", "H", "H", "H", "C", "H", "H", "H", "C", "C", "C", "C", "C", "C", "C", "C", "C", "C", "C", "C", "O", "H", "H", "H", "H", "H", "H", "H", "H", "H", "H", "H", "H", "H", "H", "H", "H", "H"],
  "xyz": [[-0.87, 0.39, -0.65], [-1.04, 1.89, -2.74], [-0.56, 0.64, -3.25], [-2.72, 0.31, -2.53], [-2.39, 1.69, -2.31], [-1.58, -0.34, -3.08], [-0.38, 3.22, -2.81], [0.65, 3.13, -3.19], [-0.34, 3.70, -1.82], [-0.92, 3.91, -3.47], [-3.31, 2.76, -1.86], [-3.01, 3.74, -2.26], [-3.34, 2.86, -0.77], [-4.33, 2.57, -2.21], [-4.03, -0.36, -2.31], [-4.87, 0.33, -2.46], [-4.11, -0.78, -1.29], [-4.16, -1.20, -3.02], [-1.56, -1.76, -3.53], [-2.32, -1.96, -4.30], [-1.76, -2.45, -2.70], [-0.58, -2.01, -3.96], [0.70, 0.42, -4.01], [0.53, 0.43, -5.10], [1.15, -0.57, -3.77], [1.45, 1.18, -3.80], [5.22, 0.86, 1.30], [5.55, 1.49, 0.16], [6.66, 1.04, -0.75], [6.78, -0.49, -0.94], [5.51, -1.29, -0.90], [5.07, -1.93, 0.19], [5.54, -1.69, 1.60], [6.00, -0.25, 1.93], [7.63, 1.41, -0.37], [7.47, -0.87, -0.17], [6.53, 1.53, -1.73], [7.06, -0.13, 1.67], [4.43, 1.25, 1.95], [5.14, 2.48, -0.07], [5.90, -0.12, 3.02], [4.72, -1.97, 2.28], [4.37, -2.78, 0.09], [6.38, -2.35, 1.85], [7.27, -0.65, -1.92], [5.03, -1.43, -1.87], [1.78, 1.03, -0.07], [0.49, -2.14, -0.48], [2.53, -0.50, 0.68], [1.72, -1.79, 0.87], [2.97, -0.20, 1.64], [3.37, -0.67, 0.00], [2.41, -2.65, 0.92], [1.18, -1.76, 1.84], [-0.48, -3.53, 0.13], [-1.11, -3.91, -0.68], [-1.14, -3.24, 0.97], [0.19, -4.33, 0.47], [1.49, -2.87, -1.80], [2.15, -3.64, -1.39], [2.10, -2.10, -2.31], [0.82, -3.33, -2.54], [2.13, 2.35, 1.13], [1.71, 3.29, 0.75], [3.21, 2.50, 1.30], [1.64, 2.10, 2.09], [2.81, 1.40, -1.53], [2.70, 0.62, -2.29], [3.87, 1.47, -1.27], [2.49, 2.37, -1.95], [-0.64, -0.18, 4.01], [-1.54, -0.99, 3.08], [-1.65, -2.42, 3.61], [-2.91, -0.33, 2.97], [-3.73, -0.30, 4.09], [-5.02, 0.22, 4.03], [-5.52, 0.70, 2.83], [-4.72, 0.71, 1.69], [-5.38, 1.18, 0.39], [-6.56, 0.29, 0.00], [-5.88, 2.62, 0.50], [-3.37, 0.25, 1.75], [-2.53, 0.37, 0.74], [-1.06, -0.18, 5.02], [-0.55, 0.86, 3.67], [0.37, -0.61, 4.06], [-1.09, -1.03, 2.07], [-2.01, -2.41, 4.65], [-2.35, -3.02, 3.01], [-0.68, -2.93, 3.60], [-3.34, -0.71, 5.02], [-5.64, 0.24, 4.93], [-6.55, 1.07, 2.76], [-4.60, 1.12, -0.38], [-7.36, 0.38, 0.76], [-6.98, 0.60, -0.96], [-6.27, -0.76, -0.07], [-5.07, 3.29, 0.83], [-6.27, 2.98, -0.45], [-6.69, 2.68, 1.24]],
  "lowdin_spin": [5.10, -0.01, -0.01, -0.01, -0.02, -0.01, 0.00, 0.00, 0.00, 0.00, 0.00, 0.00, 0.00, 0.00, 0.00, 0.00, 0.00, 0.00, 0.00, 0.00, 0.00, 0.00, 0.00, 0.00, 0.00, 0.00, 0.00, 0.00, 0.00, 0.00, 0.00, 0.00, 0.00, 0.00, 0.00, 0.00, 0.00, 0.00, 0.00, 0.00, 0.00, 0.00, 0.00, 0.00, 0.00, 0.00, -0.01, -0.01, 0.00, 0.00, 0.00, 0.00, 0.00, 0.00, 0.00, 0.00, 0.00, 0.00, 0.00, 0.00, 0.00, 0.00, 0.00, 0.00, 0.00, 0.00, 0.00, 0.00, 0.00, 0.00, 0.00, 0.00, 0.00, 0.00, 0.00, 0.00, 0.00, 0.00, 0.00, 0.00, 0.00, 0.00, -0.02, 0.00, 0.00, 0.00, 0.00, 0.00, 0.00, 0.00, 0.00, 0.00, 0.00, 0.00, 0.00, 0.00, 0.00, 0.00, 0.00, 0.00],
  "spin_multiplicity": 6,
  "de_lowest_kj_mol": 0.0,
  "homo_ha": [-0.36032, -0.36076],
  "e_lumo_ev": [-2.9, -2.8],
  "charge": 1,
  "e_tot_ha": -2823.45972
}

---

(3)
{
  "formula": "C36H62BBr2N9O2",
  "method": "ωB97M-V with the def2-TZVPD basis set",
  "elements": ["C", "C", "Br", "C", "Br", "B", "C", "O", "N", "O", "H", "H", "H", "H", "H", "H", "C", "C", "C", "C", "N", "H", "H", "H", "H", "H", "H", "H", "C", "C", "C", "C", "N", "H", "H", "H", "H", "H", "H", "H", "C", "C", "C", "C", "N", "H", "H", "H", "H", "H", "H", "H", "C", "C", "C", "C", "N", "H", "H", "H", "H", "H", "H", "H", "C", "C", "C", "C", "N", "H", "H", "H", "H", "H", "H", "H", "C", "C", "C", "C", "N", "H", "H", "H", "H", "H", "H", "H", "C", "C", "C", "C", "N", "H", "H", "H", "H", "H", "H", "H", "C", "C", "C", "C", "N", "H", "H", "H", "H", "H", "H", "H"],
  "xyz": [[4.03, 0.40, -0.73], [2.82, 1.26, -0.86], [2.43, 2.53, 0.51], [1.94, 1.24, -1.86], [2.19, 0.06, -3.34], [0.67, 2.15, -1.87], [-0.60, 1.60, -1.08], [-1.05, 0.48, -1.90], [-1.61, -0.49, -1.03], [-1.06, -1.51, -1.10], [4.63, 0.68, 0.12], [3.63, -0.61, -0.55], [4.58, 0.37, -1.65], [0.62, 3.17, -2.47], [-1.39, 2.34, -0.94], [-0.24, 1.22, -0.13], [-2.31, -2.31, 4.24], [-3.24, -1.20, 3.75], [-2.90, -0.72, 2.33], [-1.55, -0.17, 2.27], [-0.48, 0.25, 2.22], [-1.28, -1.96, 4.31], [-2.61, -2.64, 5.22], [-2.34, -3.17, 3.57], [-3.20, -0.36, 4.44], [-4.27, -1.57, 3.75], [-3.60, 0.06, 2.01], [-2.97, -1.54, 1.62], [2.75, 4.94, -3.74], [3.85, 5.77, -3.10], [5.24, 5.14, -3.28], [5.29, 3.82, -2.64], [5.33, 2.79, -2.14], [2.68, 3.95, -3.27], [1.78, 5.43, -3.62], [2.92, 4.79, -4.80], [3.65, 5.90, -2.04], [3.86, 6.76, -3.55], [6.00, 5.77, -2.83], [5.47, 5.03, -4.34], [-4.69, -2.85, 8.93], [-5.09, -3.92, 7.92], [-4.04, -5.03, 7.79], [-2.76, -4.49, 7.33], [-1.76, -4.07, 6.96], [-3.78, -2.34, 8.62], [-5.47, -2.10, 9.01], [-4.52, -3.28, 9.92], [-5.25, -3.46, 6.95], [-6.03, -4.37, 8.23], [-4.37, -5.78, 7.07], [-3.88, -5.53, 8.74], [9.59, 5.42, -3.92], [10.49, 6.57, -4.36], [10.19, 7.88, -3.63], [8.81, 8.31, -3.89], [7.73, 8.65, -4.09], [8.54, 5.65, -4.14], [9.85, 4.51, -4.45], [9.68, 5.23, -2.85], [10.38, 6.72, -5.44], [11.54, 6.30, -4.18], [10.86, 8.67, -3.96], [10.32, 7.76, -2.55], [-4.09, -0.07, 11.89], [-5.05, 0.83, 12.66], [-6.52, 0.46, 12.43], [-6.87, 0.59, 11.01], [-7.13, 0.69, 9.90], [-4.24, 0.03, 10.81], [-3.05, 0.20, 12.10], [-4.23, -1.12, 12.15], [-4.88, 1.87, 12.38], [-4.84, 0.75, 13.73], [-7.17, 1.11, 13.01], [-6.71, -0.57, 12.74], [-2.54, -3.55, -2.94], [-2.29, -4.74, -3.86], [-3.36, -4.91, -4.94], [-4.68, -5.12, -4.35], [-5.71, -5.29, -3.87], [-3.48, -3.66, -2.39], [-1.74, -3.47, -2.21], [-2.59, -2.62, -3.51], [-2.24, -5.65, -3.26], [-1.32, -4.63, -4.35], [-3.13, -5.76, -5.58], [-3.41, -4.02, -5.57], [2.30, -5.52, -4.57], [2.58, -6.71, -5.47], [1.51, -6.90, -6.56], [0.19, -7.12, -5.97], [-0.83, -7.30, -5.48], [1.36, -5.64, -4.02], [3.09, -5.41, -3.83], [2.24, -4.59, -5.14], [2.64, -7.62, -4.87], [3.55, -6.59, -5.95], [1.75, -7.75, -7.19], [1.46, -6.01, -7.19], [-2.14, 1.48, -4.48], [-2.91, 2.74, -4.86], [-2.43, 3.35, -6.18], [-1.02, 3.74, -6.11], [0.09, 4.03, -6.05], [-1.08, 1.69, -4.33], [-2.52, 1.07, -3.55], [-2.23, 0.72, -5.25], [-2.80, 3.49, -4.06], [-3.97, 2.51, -4.94], [-3.02, 4.24, -6.43], [-2.56, 2.64, -7.00]],
  "lowdin_charge": [-0.17, -0.77, 0.81, -0.70, 0.77, -0.27, -0.16, -0.19, 0.00, 0.08, 0.06, 0.08, 0.04, 0.08, 0.10, 0.06, -0.11, -0.26, -0.19, -0.24, 0.17, 0.08, 0.02, 0.08, 0.11, 0.11, 0.12, 0.12, -0.11, -0.25, -0.19, -0.20, 0.19, 0.05, 0.07, 0.08, 0.11, 0.11, 0.11, 0.12, -0.11, -0.26, -0.19, -0.23, 0.16, 0.07, 0.06, 0.07, 0.11, 0.11, 0.12, 0.12, -0.11, -0.26, -0.19, -0.24, 0.14, 0.06, 0.07, 0.08, 0.11, 0.11, 0.12, 0.12, -0.11, -0.26, -0.19, -0.24, 0.15, 0.07, 0.07, 0.07, 0.11, 0.11, 0.12, 0.12, -0.11, -0.27, -0.20, -0.24, 0.14, 0.08, 0.05, 0.08, 0.11, 0.09, 0.09, 0.12, -0.11, -0.26, -0.19, -0.22, 0.17, 0.06, 0.07, 0.08, 0.11, 0.11, 0.12, 0.12, -0.10, -0.25, -0.19, -0.23, 0.16, 0.06, 0.06, 0.08, 0.11, 0.11, 0.12, 0.12],
  "smiles": "C/C(Br)=C(\\Br)BCON=O.CCCC#N.CCCC#N.CCCC#N.CCCC#N.CCCC#N.CCCC#N.CCCC#N.CCCC#N",
  "homo_ha": -0.31205,
  "e_lumo_ev": 0.1,
  "e_tot_ha": -7224.89686
}

---

(4)
{
  "formula": "C36H62BClGeN4O5PbSe",
  "method": "ωB97M-V with the def2-TZVPD basis set",
  "elements": ["Pb", "O", "Cl", "O", "O", "O", "C", "C", "C", "C", "C", "C", "C", "C", "C", "C", "C", "C", "N", "B", "N", "C", "C", "C", "C", "C", "C", "C", "C", "C", "C", "C", "C", "C", "C", "H", "H", "H", "H", "H", "H", "H", "H", "H", "H", "H", "H", "H", "H", "H", "H", "H", "H", "H", "H", "H", "H", "H", "H", "H", "H", "H", "H", "H", "H", "H", "H", "H", "H", "H", "H", "C", "Ge", "C", "C", "C", "Se", "C", "H", "H", "H", "H", "H", "H", "H", "H", "H", "H", "H", "H", "H", "H", "C", "N", "C", "C", "O", "N", "C", "C", "H", "H", "H", "H", "H", "H", "H", "H", "H", "H", "H", "H"],
  "xyz": [[0.49, 1.74, 0.66], [-0.85, 5.48, 1.08], [-1.43, 4.29, 1.62], [-0.52, 3.70, 2.58], [-2.68, 4.57, 2.22], [-1.61, 3.30, 0.54], [-2.24, -3.74, -1.38], [-1.39, -2.53, -1.00], [-1.40, -1.46, -2.10], [0.04, -2.94, -0.67], [0.75, -3.76, -1.53], [2.03, -4.20, -1.21], [2.60, -3.83, 0.00], [1.92, -3.01, 0.89], [2.49, -2.76, 2.28], [3.94, -2.28, 2.29], [2.38, -4.05, 3.11], [0.65, -2.54, 0.53], [-0.09, -1.77, 1.47], [-0.52, -0.38, 1.56], [-1.42, -0.43, 2.70], [-1.50, -1.72, 3.19], [-0.71, -2.52, 2.46], [-2.28, 0.50, 3.38], [-3.59, 0.67, 2.90], [-4.47, 1.44, 3.66], [-4.06, 2.01, 4.85], [-2.77, 1.81, 5.32], [-1.87, 1.04, 4.60], [-0.51, 0.71, 5.21], [0.27, 1.95, 5.68], [-0.69, -0.26, 6.38], [-4.09, -0.01, 1.63], [-4.50, 1.00, 0.55], [-5.26, -0.95, 1.94], [-3.29, -3.45, -1.43], [-2.14, -4.53, -0.63], [-1.96, -4.15, -2.36], [-1.83, -2.09, -0.11], [-0.97, -1.85, -3.03], [-0.82, -0.59, -1.79], [-2.42, -1.14, -2.31], [0.30, -4.07, -2.47], [2.56, -4.86, -1.88], [3.57, -4.23, 0.26], [1.88, -1.99, 2.76], [4.58, -2.90, 1.66], [4.35, -2.31, 3.30], [4.02, -1.25, 1.94], [3.02, -4.83, 2.70], [1.35, -4.43, 3.11], [2.68, -3.86, 4.14], [-2.12, -1.97, 4.04], [-0.55, -3.58, 2.56], [-5.48, 1.59, 3.32], [-4.75, 2.62, 5.42], [-2.46, 2.26, 6.26], [0.09, 0.21, 4.45], [-0.08, 2.29, 6.66], [0.16, 2.77, 4.98], [1.33, 1.71, 5.78], [-1.31, 0.19, 7.15], [0.28, -0.51, 6.82], [-1.16, -1.19, 6.05], [-3.28, -0.62, 1.23], [-5.33, 1.61, 0.90], [-4.82, 0.47, -0.35], [-3.67, 1.66, 0.31], [-6.13, -0.39, 2.29], [-5.00, -1.68, 2.71], [-5.55, -1.49, 1.03], [5.39, -1.09, -3.46], [3.55, -0.98, -4.14], [3.45, 0.49, -5.43], [3.09, -2.69, -5.02], [2.16, -0.64, -2.77], [2.34, 0.99, -1.72], [3.92, 0.49, -0.70], [6.01, -1.55, -4.23], [5.46, -1.69, -2.55], [5.79, -0.09, -3.27], [4.22, 0.38, -6.20], [3.61, 1.44, -4.92], [2.48, 0.52, -5.93], [3.63, -2.78, -5.96], [2.02, -2.75, -5.22], [3.36, -3.53, -4.38], [2.01, -1.47, -2.09], [1.22, -0.49, -3.31], [4.73, 0.22, -1.37], [3.66, -0.36, -0.07], [4.21, 1.34, -0.09], [1.09, 4.79, -1.85], [0.11, 4.41, -2.85], [-0.47, 5.50, -3.62], [-0.43, 3.17, -2.82], [-0.27, 2.38, -1.88], [-1.15, 2.80, -3.96], [-0.40, 2.79, -5.21], [-1.97, 1.61, -3.78], [1.77, 5.52, -2.30], [1.66, 3.92, -1.55], [0.63, 5.23, -0.97], [-0.76, 6.30, -2.93], [-1.35, 5.16, -4.15], [0.26, 5.91, -4.32], [0.25, 3.66, -5.28], [-1.10, 2.80, -6.05], [0.22, 1.88, -5.29], [-2.66, 1.76, -2.95], [-1.37, 0.72, -3.58], [-2.55, 1.45, -4.70]],
  "lowdin_charge": [1.27, -0.33, 0.62, -0.44, -0.30, -0.50, -0.06, -0.36, -0.06, -0.13, -0.05, -0.08, -0.04, -0.13, -0.36, -0.06, -0.05, -0.12, -0.01, -0.51, 0.00, -0.06, -0.07, -0.12, -0.12, -0.03, -0.06, -0.03, -0.13, -0.36, -0.06, -0.06, -0.36, -0.05, -0.06, 0.08, 0.09, 0.07, 0.11, 0.08, 0.06, 0.08, 0.11, 0.10, 0.11, 0.12, 0.07, 0.08, 0.06, 0.08, 0.07, 0.08, 0.13, 0.12, 0.11, 0.11, 0.12, 0.12, 0.08, 0.07, 0.08, 0.08, 0.08, 0.07, 0.11, 0.08, 0.08, 0.06, 0.07, 0.08, 0.08, -0.23, 0.77, -0.22, -0.21, -0.57, 0.82, -0.37, 0.02, 0.02, 0.02, 0.02, 0.01, 0.01, 0.02, 0.02, 0.01, -0.01, 0.00, -0.01, 0.00, 0.03, -0.02, -0.12, -0.04, -0.50, -0.16, -0.15, -0.05, -0.05, 0.09, 0.04, 0.08, 0.10, 0.09, 0.09, 0.08, 0.09, 0.08, 0.10, 0.06, 0.09],
  "de_lowest_kj_mol": 70.9,
  "homo_ha": -0.28589,
  "e_lumo_ev": -0.1,
  "e_tot_ha": -7160.24447
}